(1)
Below is an isolated molecule of C19H24N2O4S, with properties calculated with the ωB97M-V functional and the def2-TZVPD basis.

Last column: Mulliken charge in e.
CARTESIAN COORDINATES (ANGSTROEM)
1 C -2.31893 -2.83629 2.73638  -0.993
2 H -2.51214 -3.90746 2.69699  0.252
3 H -1.33519 -2.66333 3.18346  0.372
4 H -3.08874 -2.35386 3.34751  0.367
5 O -2.36473 -2.39709 1.40165  -0.384
6 C -2.12490 -1.07572 1.14019  0.807
7 C -1.85551 -0.13484 2.12046  -0.746
8 C -1.54870 1.16766 1.76762  -0.909
9 C -1.50974 1.56791 0.44533  0.918
10 C -1.86124 0.64242 -0.55346  0.191
11 C -2.15462 -0.68507 -0.21315  0.803
12 O -2.39189 -1.57901 -1.23227  -0.410
13 C -3.45624 -2.49886 -1.09313  -0.912
14 H -4.32078 -2.04027 -0.60572  0.341
15 H -3.72656 -2.79110 -2.10873  0.327
16 H -3.15321 -3.38206 -0.52826  0.240
17 O -1.85504 1.13480 -1.82962  -0.379
18 C -2.65666 0.55485 -2.83608  -0.951
19 H -3.67440 0.37045 -2.48353  0.330
20 H -2.68323 1.29493 -3.63711  0.275
21 H -2.22590 -0.37529 -3.21048  0.273
22 C -1.04762 2.96052 0.07962  -1.852
23 N 0.38725 3.09902 -0.13140  0.213
24 C 0.92451 2.37916 -1.27021  -1.426
25 H 1.69740 3.00146 -1.73647  0.416
26 C 1.53393 1.02450 -0.89842  -0.474
27 N 2.60400 1.22346 0.05710  0.193
28 C 3.52209 0.30043 0.41955  0.734
29 O 4.42658 0.56952 1.19952  -0.698
30 C 3.44710 -1.06415 -0.14063  0.193
31 C 4.53936 -1.88615 -0.21916  -0.639
32 C 4.23714 -3.18147 -0.67831  -0.548
33 C 2.91069 -3.34581 -0.92300  -0.472
34 S 2.01071 -1.91764 -0.61750  0.124
35 H 2.39796 -4.22157 -1.26909  0.441
36 H 4.97101 -3.95543 -0.81409  0.415
37 H 5.52397 -1.54896 0.04928  0.449
38 C 2.60828 2.50835 0.73054  -1.233
39 C 1.17657 2.89192 1.07615  -0.262
40 H 1.16882 3.82155 1.65621  0.419
41 H 0.75930 2.08982 1.70321  0.191
42 H 3.21155 2.39993 1.63458  0.500
43 H 3.07120 3.27403 0.09935  0.260
44 H 0.74998 0.38705 -0.47070  0.086
45 H 1.92223 0.53980 -1.79932  0.875
46 H 0.13086 2.22308 -1.99818  0.403
47 H -1.31454 3.65337 0.88269  0.539
48 H -1.54023 3.28266 -0.83942  0.458
49 H -1.35187 1.88777 2.54779  0.441
50 H -1.85989 -0.40899 3.16221  0.443

Results
Multiplicity: 1
Lowest unoccupied orbital energy, eV: 0.572
E, eV: -42096.2260
ΔE to the lowest compared entry with this formula, charge and spin, kJ/mol: 320.3

---

(2)
Below is an isolated molecule of C19H24N2O4S in a non-equilibrium geometry, with properties calculated with the ωB97M-V functional and the def2-TZVPD basis.

Last column: Mulliken charge in e.
CARTESIAN COORDINATES (ANGSTROEM)
1 O -0.75765 -2.25219 -3.06709  -0.686
2 S -0.91782 -2.18797 -1.64856  1.424
3 O -0.34681 -3.26019 -0.86566  -0.829
4 N -0.37239 -0.68506 -1.14467  0.300
5 C 0.78157 -0.15992 -1.76394  0.284
6 C 1.77292 -0.99976 -2.25662  0.045
7 C 2.88596 -0.46385 -2.88104  -0.971
8 C 3.02817 0.90763 -3.00194  -0.561
9 C 2.04308 1.74594 -2.50609  -0.600
10 C 0.92078 1.21897 -1.89556  -0.262
11 H 0.14488 1.86977 -1.52222  0.462
12 H 2.14557 2.81670 -2.60366  0.434
13 H 3.90113 1.32291 -3.48224  0.411
14 H 3.64976 -1.12335 -3.26479  0.404
15 H 1.66015 -2.06741 -2.15111  0.466
16 C -0.58506 -0.36089 0.25083  -1.306
17 H -1.60799 -0.64232 0.51108  0.366
18 H -0.46445 0.71614 0.38261  0.437
19 C 0.39521 -1.07587 1.20610  0.627
20 C 0.64889 -0.20605 2.44422  -1.594
21 N 1.03642 1.14921 2.09979  0.601
22 C 0.91143 2.05405 3.23232  -0.600
23 C 1.22082 3.47762 2.76925  -0.680
24 O 2.51919 3.57402 2.23541  -0.422
25 C 2.67224 2.68259 1.15686  -0.761
26 C 2.38956 1.23842 1.57052  -0.428
27 H 2.47967 0.59933 0.69173  0.243
28 H 3.13315 0.92162 2.32258  0.320
29 H 3.70234 2.78834 0.81334  0.376
30 H 1.98626 2.95936 0.34244  0.311
31 H 1.18089 4.17416 3.60841  0.364
32 H 0.48236 3.77572 2.00924  0.309
33 H -0.11186 2.00870 3.61033  0.419
34 H 1.60373 1.78135 4.04744  0.323
35 H -0.28784 -0.16391 3.00482  0.421
36 H 1.39706 -0.71105 3.07554  0.387
37 O -0.10832 -2.30464 1.66125  -0.658
38 H -0.16684 -2.89657 0.88758  0.479
39 H 1.34096 -1.23578 0.66514  0.272
40 C -2.65860 -2.05198 -1.26087  -0.180
41 C -3.41745 -1.18647 -2.02586  -0.191
42 C -4.77019 -1.05941 -1.75904  -0.735
43 C -5.34341 -1.79777 -0.73421  -0.358
44 C -4.57233 -2.66490 0.02356  -0.744
45 C -3.21781 -2.79620 -0.23994  0.037
46 H -2.59202 -3.46410 0.33072  0.412
47 H -5.02337 -3.23919 0.81818  0.405
48 H -6.39861 -1.69862 -0.52764  0.391
49 H -5.37684 -0.38914 -2.34864  0.395
50 H -2.93649 -0.63804 -2.81990  0.443

Results
Multiplicity: 1
Lowest unoccupied orbital energy, eV: 0.458
E, eV: -42096.9962
ΔE to the lowest compared entry with this formula, charge and spin, kJ/mol: 245.9

---

(3)
Below is an isolated molecule of C19H24N4O2 in a non-equilibrium geometry, with properties calculated with the ωB97M-V functional and the def2-TZVPD basis.

Last column: Mulliken charge in e.
CARTESIAN COORDINATES (ANGSTROEM)
1 C 1.54231 2.18034 -7.06885  -0.878
2 H 1.08144 1.40925 -7.69569  0.338
3 O 2.00504 1.65376 -5.85149  -0.455
4 C 1.10515 1.08846 -4.98997  0.826
5 C 1.63604 0.59256 -3.80882  -0.648
6 C 0.77948 0.00460 -2.88704  0.015
7 C -0.61176 -0.08379 -3.15375  -0.513
8 C -1.13480 0.41485 -4.33883  -1.052
9 C -0.27176 0.99582 -5.24531  -0.390
10 H -0.67890 1.38253 -6.16606  0.400
11 H -2.19033 0.35380 -4.55533  0.428
12 N -1.24336 -0.69993 -2.10518  -0.087
13 C -0.29782 -1.01058 -1.16814  -0.017
14 C 0.96506 -0.59402 -1.60713  1.842
15 N 2.09315 -0.78049 -0.87797  -0.733
16 C 1.92539 -1.35038 0.25954  -0.031
17 N 0.74465 -1.78741 0.77698  0.117
18 C -0.47169 -1.65796 0.09956  0.471
19 O -1.51442 -2.08603 0.57765  -0.780
20 C 0.71009 -2.33091 2.11855  -1.703
21 H 1.47080 -3.10944 2.22249  0.445
22 H -0.27856 -2.77705 2.24463  0.496
23 C 0.94886 -1.23200 3.16792  -0.560
24 N 0.14659 -0.06136 2.88210  0.286
25 C 0.69126 1.18060 3.39360  -1.013
26 C 0.52488 1.34009 4.90967  -0.512
27 C -0.95447 1.23415 5.27331  -0.710
28 C -1.52884 -0.07410 4.73404  -0.625
29 C -1.25945 -0.17894 3.22841  -0.877
30 H -1.64712 -1.11667 2.83011  0.344
31 H -1.77957 0.63651 2.71531  0.396
32 H -1.06873 -0.91769 5.25393  0.282
33 H -2.60396 -0.12024 4.91318  0.364
34 H -1.08389 1.28827 6.35680  0.357
35 H -1.49357 2.07425 4.82795  0.303
36 H 0.92627 2.30533 5.22296  0.370
37 H 1.08845 0.55762 5.42345  0.294
38 H 1.74613 1.24390 3.11374  0.452
39 H 0.16116 1.99483 2.88847  0.410
40 H 0.76477 -1.67197 4.16111  0.304
41 H 1.99872 -0.92888 3.12644  0.604
42 H 2.79979 -1.52074 0.87215  0.398
43 C -2.65201 -0.96567 -2.01329  -1.080
44 H -2.84665 -1.45985 -1.06341  0.330
45 H -3.21943 -0.03319 -2.06043  0.332
46 H -2.97170 -1.61486 -2.83196  0.330
47 H 2.69341 0.66604 -3.61861  0.545
48 H 2.42513 2.56989 -7.57392  0.240
49 H 0.82877 2.99670 -6.91290  0.340

Results
Multiplicity: 1
Lowest unoccupied orbital energy, eV: 0.596
E, eV: -30148.5695
ΔE to the lowest compared entry with this formula, charge and spin, kJ/mol: 83.5

---

(4)
Below is an isolated molecule of C19H24N4O3, with properties calculated with the ωB97M-V functional and the def2-TZVPD basis.

Last column: Mulliken charge in e.
CARTESIAN COORDINATES (ANGSTROEM)
1 C 0.32562 -0.04397 6.22950  -1.111
2 C -0.23287 -0.12476 4.88247  0.219
3 C -0.69204 -0.19118 3.77659  -0.829
4 C -1.22868 -0.26811 2.41852  -0.089
5 C -0.58354 -1.41711 1.62916  -0.052
6 N 0.84718 -1.23111 1.47922  -0.039
7 C 1.36509 -0.27227 0.69299  -0.143
8 O 0.66579 0.52655 0.06213  -0.948
9 C 2.82849 -0.23504 0.62987  1.154
10 N 3.62475 -1.08756 1.34037  -0.596
11 C 4.85738 -0.78583 1.03922  -0.403
12 N 4.91090 0.24920 0.14176  0.052
13 C 5.99116 0.87526 -0.43982  -0.315
14 C 5.77416 1.88004 -1.31029  -0.522
15 C 4.43913 2.28927 -1.62668  -0.481
16 C 3.37423 1.67650 -1.05557  -0.520
17 C 3.60232 0.61833 -0.13574  0.276
18 C -1.19628 -1.71511 0.24697  0.007
19 O -0.86512 -2.72873 -0.33935  -0.666
20 N -2.10595 -0.83647 -0.23375  0.014
21 C -2.51996 -0.88474 -1.63579  -0.180
22 C -1.36220 -0.42559 -2.52417  -0.992
23 O -0.98108 0.90886 -2.24071  -0.605
24 C -3.77616 -0.03667 -1.79135  -0.729
25 C -4.37327 -0.05856 -3.19284  -0.271
26 C -5.70454 0.67987 -3.25497  -1.368
27 H 0.16946 -0.97639 6.77191  0.304
28 H 1.39725 0.15194 6.19228  0.304
29 H -0.14607 0.75950 6.79524  0.293
30 H -2.30877 -0.42673 2.45794  0.614
31 H -1.04335 0.67756 1.90452  0.207
32 H -0.71523 -2.33959 2.19405  0.602
33 H 1.49416 -1.85345 1.93561  0.310
34 H 5.74679 -1.26026 1.41978  0.411
35 H 6.96670 0.51070 -0.15463  0.356
36 H 6.62069 2.37093 -1.76718  0.377
37 H 4.28796 3.09543 -2.33096  0.440
38 H 2.35360 1.95489 -1.26996  0.425
39 H -2.11300 0.08194 0.18127  0.407
40 H -2.73934 -1.92848 -1.87139  0.330
41 H -0.52327 -1.11323 -2.38831  0.354
42 H -1.66129 -0.46787 -3.57244  0.542
43 H -0.38339 0.88313 -1.47792  0.514
44 H -4.52071 -0.39609 -1.07428  0.399
45 H -3.53863 0.99707 -1.51875  0.312
46 H -3.67529 0.39699 -3.89860  0.273
47 H -4.51073 -1.09591 -3.51458  0.313
48 H -6.12075 0.67110 -4.26278  0.390
49 H -6.43705 0.22362 -2.58598  0.331
50 H -5.58427 1.72213 -2.95258  0.329

Results
Multiplicity: 1
Lowest unoccupied orbital energy, eV: 0.321
E, eV: -32195.4365
ΔE to the lowest compared entry with this formula, charge and spin, kJ/mol: 268.1

---

Frontier orbital gap: 8.69, 9.13, 8.04, 8.54 (eV)
HOMO energy: -8.11, -8.67, -7.44, -8.22 (eV)